Computed, not measured: a structure of composition C36H51INO3SeSr, with wB97M-V/def2-TZVPD.

## Properties
**ΔE to the lowest compared entry with this formula, charge and spin**: 0.0 kJ/mol
**Charge**: -1
**Frontier orbital gap**: 7.12 eV

Last column: Mulliken charge in e.
Geometry (Å):
Sr  -0.99953  -0.09062  -2.48265  1.445
C  -0.21010  0.16809  5.45023  -2.016
C  0.20210  -1.18696  4.87501  2.006
C  -0.56073  -2.28426  5.63001  -1.704
C  1.70818  -1.36508  5.11418  -1.371
C  -0.09410  -1.28477  3.38252  -0.547
C  -0.68436  -0.27016  2.65360  -0.060
C  -0.90134  -0.40146  1.28642  -0.537
Se  -1.62631  1.08418  0.33009  0.001
C  -0.00858  2.01189  -0.13434  0.347
C  0.94972  2.19060  0.85178  0.042
C  2.09337  2.91990  0.57686  -0.996
C  2.20164  3.45167  -0.70912  0.044
C  1.27596  3.27485  -1.72555  -0.828
C  0.09026  2.52768  -1.44571  0.975
O  -0.84443  2.26853  -2.32133  -1.448
C  1.56590  3.94715  -3.08122  2.269
C  3.00547  3.64465  -3.53311  -1.781
C  1.40333  5.46559  -2.90740  -1.641
C  0.65217  3.50146  -4.22890  -1.918
C  3.20693  3.13527  1.59778  2.324
C  2.89434  2.45958  2.93349  -2.329
C  3.39945  4.63651  1.85127  -1.862
C  4.51603  2.54374  1.05789  -1.766
C  -0.56992  -1.57313  0.56571  0.363
O  -0.76666  -1.66115  -0.70890  -0.149
C  0.02759  -2.62806  1.32596  -0.592
C  0.24468  -2.44525  2.67710  -0.062
C  0.39683  -3.94478  0.63658  2.416
C  -0.87451  -4.58441  0.05530  -1.292
C  1.01554  -4.95341  1.60598  -2.395
C  1.41979  -3.69596  -0.48281  -1.606
H  0.02673  0.20004  6.51620  0.467
H  -1.28163  0.34361  5.33898  0.373
H  0.32274  0.98547  4.96261  0.223
H  -0.34602  -2.23548  6.70100  0.461
H  -0.28243  -3.27677  5.27416  0.277
H  -1.63680  -2.16825  5.48669  0.373
H  1.93614  -1.30454  6.18164  0.475
H  2.27084  -0.58521  4.59592  0.108
H  2.06019  -2.33037  4.74760  0.297
H  -0.98198  0.65745  3.12501  0.475
H  0.79168  1.74007  1.81991  0.232
H  3.08208  4.04185  -0.93284  0.237
H  3.75823  4.02636  -2.84475  0.314
H  3.18509  4.10828  -4.50648  0.477
H  3.15187  2.56828  -3.63850  0.400
H  2.08301  5.85335  -2.14637  0.284
H  0.38328  5.70549  -2.60231  0.329
H  1.61030  5.98021  -3.84987  0.439
H  0.71129  2.42570  -4.40048  0.284
H  0.98550  4.00750  -5.14040  0.490
H  -0.38835  3.75343  -4.04402  0.297
H  1.98781  2.86791  3.38524  0.360
H  3.72086  2.62489  3.62851  0.519
H  2.76101  1.38217  2.81703  0.448
H  2.48291  5.07772  2.24683  0.361
H  3.65438  5.16501  0.93153  0.339
H  4.20428  4.80405  2.57208  0.472
H  4.40625  1.47244  0.88173  0.350
H  5.32985  2.69672  1.77209  0.459
H  4.80173  3.00800  0.11316  0.345
H  0.70577  -3.25241  3.23325  0.331
H  -1.56922  -4.84299  0.85851  0.313
H  -0.62310  -5.50138  -0.48699  0.444
H  -1.37166  -3.89822  -0.62401  -0.025
H  0.32825  -5.21985  2.41221  0.383
H  1.94001  -4.57643  2.04871  0.397
H  1.25661  -5.86676  1.05809  0.479
H  1.02973  -3.00804  -1.22991  0.153
H  1.67479  -4.64123  -0.97023  0.462
H  2.33738  -3.26938  -0.07047  0.346
O  -3.68924  1.43544  -2.36591  -0.505
C  -4.33938  0.42938  -1.58670  0.200
C  -5.41918  -0.21488  -2.44182  -0.980
C  -4.87021  -0.86500  -3.71368  -1.010
C  -4.12242  -2.15027  -3.49824  0.497
C  -4.75354  -3.38790  -3.54556  -0.618
C  -3.99250  -4.54022  -3.43267  -0.420
C  -2.61995  -4.42640  -3.28336  -0.856
C  -2.07566  -3.15535  -3.20982  -0.360
N  -2.80958  -2.04623  -3.29039  0.394
H  -2.92143  1.80768  -1.89012  0.342
H  -4.79751  0.86763  -0.69345  0.372
H  -3.62379  -0.32424  -1.23948  0.048
H  -6.12767  0.56311  -2.73746  0.441
H  -5.96298  -0.93990  -1.83007  0.345
H  -4.18241  -0.15232  -4.17305  0.319
H  -5.67810  -1.03842  -4.42698  0.424
H  -5.82301  -3.43696  -3.70392  0.402
H  -4.46144  -5.51486  -3.48083  0.399
H  -1.98228  -5.29540  -3.21071  0.451
H  -1.00795  -3.01435  -3.08525  0.245
I  0.63213  -0.98112  -5.07833  -0.711